No. 1
94
Properties=species:S:1:pos:R:3:forces:R:3 method="wB97M-V/def2-TZVPD" e_tot_ha=-2986.23345 relative_energy_kj_mol=114.4
Ta -0.956045 0.647078 0.278294 0.696 -0.364 0.239
Si -2.229510 -1.619935 -2.248011 -0.137 -0.089 -0.002
O 3.519126 2.607557 -1.736726 0.099 0.011 -0.099
O -3.290121 2.897050 -2.287368 -0.062 -0.045 -0.091
O 2.645457 3.597300 -0.033641 0.009 0.103 0.117
O 0.256491 2.108426 -0.465699 -0.321 0.381 0.298
O -0.693607 5.598021 -5.518328 -0.115 -0.364 -0.352
O 1.412841 5.887480 -5.220700 0.295 -0.302 -0.294
O -2.505924 0.358859 1.437611 0.140 0.320 -0.472
O -2.132405 1.441479 -1.071097 0.005 -0.050 -0.028
O -0.056201 1.249121 1.928301 -0.146 -0.086 -0.275
N -2.758525 2.186095 2.816010 -0.025 0.133 -0.174
N 2.811942 -1.399898 -1.485702 -0.023 -0.017 0.017
N -0.340604 -1.393645 1.154873 -0.372 -0.082 0.208
N 1.084630 -0.228730 -0.801220 -0.096 -0.064 -0.076
N -2.612090 2.984592 1.698451 0.108 0.096 0.074
N -1.453582 -1.134486 -0.739437 -0.163 -0.119 -0.111
N 2.625988 3.216606 -1.180613 -0.033 -0.156 0.036
N 8.045413 -5.681437 -1.266271 -0.027 0.021 0.000
N 0.354275 5.350873 -4.962580 -0.243 1.053 0.758
C 0.306283 4.498678 -3.773619 0.109 -0.292 -0.133
C 5.842790 -3.143307 -0.308445 -0.007 -0.006 -0.010
C 0.221278 2.870417 -1.519044 -0.042 0.094 -0.160
C 0.819142 -1.272919 3.306904 -0.019 0.013 -0.010
C -1.547421 3.693868 1.600054 -0.115 -0.163 0.004
C -0.937597 3.109387 -2.277912 0.055 -0.052 0.093
C -2.990471 -1.384353 3.515804 -0.017 0.004 -0.023
C -0.346440 3.542840 2.429656 0.034 0.115 -0.040
C -2.788053 0.934815 2.615005 0.121 -0.328 0.201
C -2.339711 -0.235517 -3.493487 0.012 -0.009 -0.014
C -2.235432 2.492454 -1.881554 -0.028 0.097 0.078
C -3.711881 -0.408893 6.010937 0.007 0.007 -0.024
C 7.158841 -4.951876 -1.304878 0.083 -0.073 0.002
C 0.123428 -2.046307 2.230936 0.033 -0.052 0.065
C -0.043100 -3.415719 2.331332 0.057 -0.016 -0.020
C -3.600072 -1.780109 5.808899 -0.001 -0.005 0.013
C 3.914211 -2.292115 -1.443986 0.024 -0.008 0.034
C 2.017948 -1.071665 -0.438050 0.099 0.082 0.013
C -1.022054 -2.033908 0.176374 -0.101 -0.041 0.058
C -1.176208 -3.000012 -3.000176 0.006 0.035 -0.007
C -1.525180 4.773925 0.557036 -0.040 0.065 0.084
C 4.109920 -3.188073 -2.485398 -0.028 -0.005 -0.021
C 1.272457 -0.003986 -2.148604 0.121 -0.010 -0.048
C 6.049060 -4.041702 -1.352529 -0.075 0.062 -0.016
C -1.226992 -3.422294 0.233710 0.031 -0.016 0.018
C -3.959099 -2.216207 -1.847699 0.086 -0.002 -0.045
C 2.332321 -0.726125 -2.589053 -0.014 0.012 0.053
C 4.779333 -2.260645 -0.358985 0.010 0.021 0.018
C 1.411425 3.478973 -1.958323 -0.072 0.039 0.042
C 5.183317 -4.058405 -2.444161 0.017 0.005 0.017
C 1.649239 2.280602 3.220886 0.009 0.011 0.012
C 0.341666 2.401414 2.505292 0.156 -0.064 0.038
C -0.724544 -4.096767 1.323456 -0.008 0.029 -0.025
C 1.481866 4.269400 -3.073210 0.027 -0.015 -0.088
C -3.241593 -2.263967 4.560462 0.003 -0.010 -0.019
C -0.893246 3.939854 -3.385278 -0.056 -0.042 -0.044
C -3.459827 0.471320 4.972562 0.015 -0.002 0.011
C -3.092120 -0.011150 3.716810 0.007 0.074 0.071
H 2.155035 -1.489092 0.545009 -0.025 0.012 -0.006
H 4.634478 -1.532271 0.428176 0.006 -0.009 -0.010
H -2.471244 -0.692235 -4.479192 -0.035 0.019 0.022
H -1.778594 -3.935320 -0.539766 0.011 0.020 -0.001
H -4.482769 -2.558391 -2.744267 0.024 0.015 0.006
H 0.349102 -3.938783 3.192327 -0.009 0.009 -0.012
H -0.227913 -3.126059 -2.470652 -0.026 0.010 0.009
H 0.099319 4.432539 2.857492 -0.028 -0.009 -0.004
H -1.689450 -3.964777 -2.997886 0.017 0.018 0.010
H -1.600606 5.742154 1.061242 0.004 0.000 -0.014
H 2.810639 -0.791715 -3.550119 -0.021 0.011 0.012
H 3.412789 -3.215543 -3.312439 0.012 -0.001 0.001
H -0.869597 -5.167441 1.403627 0.002 0.014 -0.005
H 0.081325 -0.878077 4.011083 0.006 0.033 -0.039
H -3.954391 -3.039118 -1.129210 -0.002 0.015 -0.007
H 0.651218 0.669741 -2.713212 -0.004 -0.041 0.006
H 5.347051 -4.761851 -3.248478 0.001 0.000 0.001
H -2.374218 4.675880 -0.118013 0.013 0.001 0.003
H -1.443725 0.386982 -3.547068 -0.008 -0.046 0.000
H -2.725002 -1.764549 2.537683 -0.005 0.022 0.009
H -3.798212 -2.466752 6.622530 0.003 0.009 -0.012
H -0.937771 -2.760825 -4.039553 -0.028 -0.009 0.018
H -3.998404 -0.026357 6.982343 0.004 -0.001 -0.009
H -3.195270 0.413866 -3.304789 0.038 0.008 0.011
H -3.540187 1.540331 5.116775 0.005 -0.008 -0.007
H -1.800152 4.136348 -3.940065 0.004 -0.009 0.006
H 1.355062 -0.425329 2.890147 0.020 -0.033 0.009
H 1.504772 -1.919168 3.853497 -0.030 -0.010 0.020
H 2.425684 1.976851 2.514309 -0.004 -0.016 0.014
H 6.525205 -3.128969 0.529981 -0.003 0.005 -0.005
H 1.579250 1.525834 4.006559 0.021 0.009 -0.007
H 1.940161 3.226591 3.671631 -0.009 0.011 -0.013
H -4.536059 -1.397310 -1.411421 0.021 -0.003 -0.005
H -0.584129 4.777290 0.005308 -0.046 0.013 0.040
H -3.160040 -3.330903 4.391903 -0.002 0.010 0.009
H 2.415590 4.702106 -3.403349 -0.010 -0.004 0.000

No. 2
88
Properties=species:S:1:pos:R:3:forces:R:3 method="wB97M-V/def2-TZVPD" e_tot_ha=-2416.96153 relative_energy_kj_mol=0.0 total_charge=-1
Mo -0.523456 0.361765 0.345654 0.058 -0.079 -0.107
F 3.750877 4.108557 -0.423178 -0.003 -0.003 -0.002
F 4.033848 3.352960 4.211589 -0.001 -0.004 0.004
F 2.318669 1.384242 4.037789 0.008 -0.018 -0.025
F 2.107917 2.070587 -0.681628 -0.021 -0.006 0.011
O -1.385475 0.765356 3.144157 0.021 0.042 -0.003
O -0.186589 -2.301011 -3.180154 -0.076 0.000 0.003
N -0.357374 -1.937035 1.424692 -0.068 0.001 0.058
N 1.357325 0.458389 1.454274 0.033 -0.062 -0.116
N -2.177614 -0.745420 -0.665959 -0.059 -0.001 -0.093
N 0.387314 -0.805427 -1.501402 0.004 -0.042 0.127
N -0.789562 1.818570 -0.602693 0.067 0.030 0.122
N 3.653898 -1.304468 -0.577587 -0.013 0.037 0.021
C -3.143006 3.765794 -2.476754 -0.017 -0.013 -0.020
C -4.264730 2.399720 -4.118839 0.002 -0.007 -0.007
C -2.165612 2.782208 -2.280118 0.010 -0.021 0.008
C -1.264133 -2.088233 2.568567 0.011 -0.059 0.017
C -2.259280 1.611009 -3.044239 -0.021 0.007 -0.014
C 3.203034 -4.037044 -0.833796 0.012 0.021 0.014
C 4.404729 -2.194469 0.070428 -0.008 -0.021 -0.008
C 0.175498 6.455182 -1.440748 0.002 -0.007 -0.001
C 0.713290 5.544947 0.705664 -0.003 -0.005 -0.003
C 3.966606 3.783187 1.896753 -0.010 -0.017 -0.012
C 1.044754 -1.917526 1.879567 0.045 0.006 0.024
C -4.174007 3.575826 -3.384735 -0.002 0.007 0.009
C 2.417131 -3.125706 -1.510311 -0.003 -0.030 -0.007
C -0.432843 -1.555864 -2.206946 0.122 0.047 -0.051
C -4.495955 -1.181315 -1.031648 -0.026 -0.082 -0.109
C 2.562102 2.347983 0.548953 -0.004 -0.037 -0.038
C -3.462238 -0.613757 -0.314369 0.080 0.041 0.044
C 2.658288 -1.758248 -1.338379 -0.019 -0.046 -0.049
C 4.216320 -3.563998 -0.008237 0.010 0.006 0.010
C 0.101830 4.353169 0.353288 0.021 0.011 0.014
C -2.037392 1.400732 4.226036 -0.014 -0.015 -0.033
C 2.710651 1.959633 2.870797 -0.052 0.005 0.012
C -4.188530 -1.932523 -2.159537 0.037 0.074 0.104
C 1.449669 -0.584414 2.470650 -0.031 -0.038 0.005
C -0.546277 -3.122972 0.584245 0.012 -0.011 -0.054
C -1.106636 2.900424 -1.264566 0.003 0.028 -0.097
C 3.580401 3.025103 2.979979 0.001 0.016 -0.014
C -2.863274 -2.073825 -2.522577 -0.011 -0.029 -0.013
C -2.477147 2.367197 1.719141 0.038 -0.025 0.018
C -1.527064 1.191693 1.819310 -0.129 0.003 0.014
C 2.165764 1.528643 1.634352 0.035 0.118 0.057
C -3.296250 1.418181 -3.941350 0.008 0.014 0.011
C 1.757764 -0.751818 -2.009341 -0.029 0.049 0.034
C 0.752498 6.608988 -0.185864 0.002 0.010 0.001
C 3.419408 3.413130 0.680348 0.016 0.012 0.021
C -1.878506 -1.455480 -1.764790 -0.094 0.014 0.115
C -0.478575 4.178908 -0.909854 -0.045 -0.041 0.008
C -0.427454 5.260967 -1.799868 0.013 0.004 -0.006
H 4.641725 4.619068 1.990063 0.005 0.008 0.000
H 0.076709 3.528581 1.054977 -0.003 -0.013 0.001
H -0.847971 5.152033 -2.791717 0.003 0.000 -0.007
H -4.922312 4.349980 -3.511354 -0.001 0.003 0.004
H 1.756171 -0.950577 -3.086484 -0.010 0.020 0.021
H 1.612720 -3.429164 -2.169822 0.003 0.001 0.001
H -2.598036 2.666213 0.681189 0.002 0.003 0.004
H -1.118902 -3.072298 3.039728 0.002 -0.005 -0.018
H 1.233010 7.539879 0.088325 0.001 0.002 0.000
H -0.282365 -4.028647 1.149623 0.000 0.007 0.000
H -5.518347 -1.030378 -0.714507 0.008 0.012 0.017
H 0.846579 -0.369939 3.359786 0.014 -0.020 -0.019
H 3.032992 -5.101547 -0.944609 -0.007 0.000 0.003
H -1.589768 -3.203610 0.280556 -0.010 0.005 0.005
H 1.674543 -2.125332 1.015985 -0.006 0.010 -0.028
H -1.095872 -1.304743 3.295391 0.001 -0.011 -0.012
H -2.541670 -2.637700 -3.386335 0.015 0.006 -0.006
H -3.467856 2.115393 2.117946 -0.006 -0.005 0.002
H -5.073151 2.254182 -4.824720 -0.002 0.001 -0.004
H -3.126710 1.312477 4.166902 0.006 0.009 0.003
H 1.201130 -2.722565 2.616069 -0.004 0.008 -0.005
H -1.772698 2.456841 4.303662 0.006 0.012 0.008
H 2.157239 0.238308 -1.820122 0.051 -0.010 0.004
H 5.196350 -1.783164 0.689045 0.011 -0.003 0.002
H -3.638794 -0.018141 0.570925 0.005 0.000 -0.003
H 4.850764 -4.237867 0.552513 0.010 0.003 0.001
H 0.080990 -3.067274 -0.299579 0.006 0.007 0.008
H -1.484705 0.863056 -2.928972 -0.004 0.015 -0.009
H -2.295305 -2.015523 2.218748 -0.003 0.014 0.008
H 2.487166 -0.697056 2.804548 0.001 0.029 0.011
H -3.338923 0.500218 -4.516376 0.002 -0.004 -0.003
H -4.974446 -2.391217 -2.746237 -0.002 -0.005 -0.005
H -2.121572 3.239943 2.277715 -0.006 0.015 0.008
H 1.169900 5.638275 1.684434 -0.001 -0.004 0.004
H 0.209914 7.269714 -2.155123 0.000 0.003 -0.004
H -3.100676 4.678534 -1.895072 0.001 0.002 0.003
H -1.694235 0.891016 5.126235 -0.003 -0.001 0.001